(1)
Below is a 10-piece molecular cluster, C30H60O13 overall, with properties calculated with wB97M-V/def2-TZVPD.

## Properties
HOMO energy in eV: -8.864

Positions of all 103 atoms, in Å:
O (4.922214, 1.704724, -3.614755)
O (-5.490292, -6.593703, -5.523951)
O (0.483887, 1.800030, 2.903374)
O (0.288090, 2.375393, 4.192566)
O (-0.972361, 1.027293, 1.407256)
O (0.468098, -1.554113, -2.628842)
O (2.225044, 1.273336, -7.025770)
O (-3.707556, 3.486465, 5.876264)
O (4.117072, 5.707430, -2.821341)
O (-1.077703, 0.321970, 3.551617)
O (-5.261956, 0.421152, 5.858401)
O (1.792746, -2.818641, 0.862524)
O (-1.537577, -6.163924, -1.485783)
C (4.607619, 6.110361, -1.792640)
C (4.925062, 2.638884, -4.386904)
C (1.579466, -1.545630, 2.862144)
C (-0.376070, -5.896132, -1.701212)
C (2.276913, 0.116264, -7.372320)
C (0.619316, -6.976942, -2.058821)
C (-3.234731, 3.983877, 6.868603)
C (-5.500705, -1.216665, 7.566583)
C (3.596008, -0.598431, -7.543232)
C (-0.604689, 1.044909, 2.540088)
C (5.956029, 5.628195, -1.314520)
C (-3.697802, -6.467585, -3.960282)
C (6.202336, 3.365379, -4.736671)
C (1.227636, -0.731757, -2.165073)
C (-1.793138, 3.750045, 7.256249)
C (-7.459318, 0.230034, 6.740378)
C (3.726039, -2.821411, 2.245786)
C (1.028904, -0.686426, -7.644309)
C (-5.877779, -5.145537, -3.678363)
C (-4.049290, 4.867481, 7.784210)
C (3.671820, 3.135117, -5.048805)
C (0.150063, -4.488896, -1.632591)
C (0.891714, 0.025289, -0.906052)
C (-5.063112, -6.120692, -4.495922)
C (-2.515756, 0.123777, 3.527227)
C (-5.998022, -0.132042, 6.641474)
C (3.897915, 7.116930, -0.920662)
C (2.553449, -0.421400, -2.810581)
C (2.311090, -2.435274, 1.884353)
C (-3.327350, 1.421348, 3.570156)
H (-6.836692, -4.975082, -4.162581)
H (4.508059, 8.015384, -0.814078)
H (-2.736550, -0.496094, 4.399306)
H (1.032974, -1.046381, -8.674595)
H (0.985178, -1.547930, -6.975909)
H (6.107680, 4.417652, -4.463491)
H (-3.780243, -6.912801, -2.968530)
H (-3.087647, -5.567511, -3.876664)
H (4.413364, 0.081423, -7.313456)
H (3.699037, -0.954682, -8.569588)
H (-5.061722, 4.955527, 7.397250)
H (2.943728, 7.380379, -1.370321)
H (0.152489, -0.063620, -7.483161)
H (-7.687611, 1.018259, 6.027160)
H (-1.739397, 3.279041, 8.239392)
H (-3.212042, -7.172295, -4.631879)
H (-1.255178, 4.698487, 7.295860)
H (7.038307, 2.920376, -4.200084)
H (-3.922730, 1.431712, 4.483644)
H (2.676837, -1.033146, -3.702554)
H (3.725322, 6.696004, 0.071092)
H (4.342993, -1.927037, 2.348220)
H (-5.660128, -0.924794, 8.605912)
H (3.368653, -0.630664, -2.116768)
H (3.517219, 4.182168, -4.781853)
H (0.592900, 1.673279, 4.792323)
H (-6.042886, -5.545217, -2.676670)
H (0.562459, -4.189660, -2.596831)
H (1.425031, -6.999222, -1.323332)
H (-7.691646, 0.576270, 7.748870)
H (1.646875, -0.176134, -0.144293)
H (2.607944, 0.630460, -3.088600)
H (2.116771, -0.602720, 2.982695)
H (3.736352, -3.359168, 3.195326)
H (1.052857, -6.774593, -3.039532)
H (0.871594, 1.098212, -1.103749)
H (6.360266, 4.906749, -2.020806)
H (2.818309, 2.549408, -4.720047)
H (-4.081350, 4.439975, 8.787895)
H (-0.079532, -0.286660, -0.535893)
H (0.577852, -1.350422, 2.492331)
H (-2.703375, 2.316960, 3.571796)
H (-8.076769, -0.643366, 6.524495)
H (0.937116, -4.416681, -0.879686)
H (-4.439125, -1.382534, 7.398061)
H (3.644172, -1.457207, -6.871874)
H (-3.599275, 5.859616, 7.846116)
H (5.857138, 5.154460, -0.336723)
H (-0.651735, -3.804769, -1.369844)
H (-2.779209, -0.470732, 2.646729)
H (6.643855, 6.470538, -1.223338)
H (6.387208, 3.300883, -5.810298)
H (-4.012863, 1.434254, 2.718484)
H (3.758906, 3.045556, -6.130190)
H (1.508640, -2.040595, 3.832391)
H (4.141286, -3.457304, 1.467491)
H (-6.044323, -2.144435, 7.381730)
H (-1.327489, 3.102063, 6.517026)
H (0.121018, -7.943847, -2.077591)
H (-5.344196, -4.198269, -3.586640)

Atoms 1-3, force components in eV/Å:
0.1 0.0 0.0
0.0 0.0 0.0
0.0 0.0 -0.1

(2)
Below is a 10-piece molecular cluster, C30H60O18 overall, with properties calculated with wB97M-V/def2-TZVPD.

## Properties
Energy relative to the best compared isomer or geometry (same formula, charge and spin) in eV: 0.0000
HOMO energy in eV: -9.573

Positions of all 108 atoms, in Å:
O (-5.560606, -1.443402, -3.133756)
O (-4.536332, -0.055885, 1.533273)
O (1.318217, -3.006213, -2.614544)
O (0.550598, 5.554123, -0.116863)
O (0.235698, -4.448465, -1.468406)
O (-5.646522, 0.374125, -1.789449)
O (0.962692, 1.682759, -0.925583)
O (2.755312, -5.706399, 2.151245)
O (3.887708, 0.227063, 2.794388)
O (-3.850342, -0.006948, -2.931600)
O (-2.025560, -3.144171, 0.820987)
O (-4.022339, 2.156092, 1.562393)
O (2.329840, -4.971815, -2.130958)
O (0.500366, 1.307460, 2.327215)
O (0.556994, 7.679989, -0.755990)
O (-5.879880, 1.515609, 2.406096)
O (5.192933, 2.935573, -1.331546)
O (-1.058677, 6.969903, 0.569958)
C (-3.003720, -3.107095, 0.114461)
C (-2.773590, 1.919485, 0.896993)
C (2.507677, -3.352820, 1.968310)
C (-0.059663, 6.744790, -0.045861)
C (-2.889031, -3.108673, -1.387839)
C (3.296602, -4.639469, 1.971212)
C (2.469505, -2.578178, -3.337693)
C (-6.795340, 0.501909, 2.800424)
C (4.089837, 2.907280, -1.819214)
C (0.927210, 0.436445, 4.480376)
C (4.713334, 2.287217, 1.894543)
C (-3.231625, -0.505453, -4.117413)
C (-0.567476, -0.079213, -1.373976)
C (5.600674, -0.020353, 1.162045)
C (0.185583, -5.594337, -0.590524)
C (4.678476, 0.778789, 2.056782)
C (0.027090, 4.571661, 0.769213)
C (0.719642, 0.505090, -0.866497)
C (1.705482, 7.405819, -1.548486)
C (1.386405, -4.236619, -2.089340)
C (-0.710720, -0.669112, 2.804277)
C (3.631813, 1.756720, -2.678691)
C (4.787287, -4.519240, 1.745194)
C (3.151305, 4.061169, -1.694570)
C (-5.076486, -0.453229, -2.665800)
C (-4.388834, -3.059769, 0.727823)
C (-6.883916, -0.086413, -1.279549)
C (0.261048, 0.442420, 3.137310)
C (-4.777446, 1.091085, 1.786709)
C (1.693397, -0.472516, -0.265011)
H (5.533924, 2.534375, 1.224682)
H (-1.990499, 1.486019, 1.515679)
H (1.789077, 8.242286, -2.234192)
H (4.782598, 2.772447, 2.861946)
H (-0.323564, -1.628973, 3.152150)
H (-2.008953, -3.654657, -1.729791)
H (2.202081, 3.830552, -1.220016)
H (-0.826795, 0.274426, -2.371603)
H (1.311641, 1.424812, 4.711357)
H (-0.791694, -0.729097, 1.721002)
H (-6.276159, -0.371693, 3.189925)
H (3.008452, 4.485139, -2.693709)
H (-6.745428, -0.907746, -0.580625)
H (6.586528, 0.452491, 1.172012)
H (1.708870, 6.447662, -2.059302)
H (-7.451587, 0.923024, 3.555343)
H (0.309267, 0.015046, 5.270096)
H (-1.397919, 0.210541, -0.725202)
H (2.692499, -0.080544, -0.463896)
H (-3.770561, -3.558392, -1.844646)
H (5.252789, -0.008109, 0.129837)
H (-7.498134, 0.706517, -0.861054)
H (2.134031, -1.902709, -4.124911)
H (-2.474116, 2.820517, 0.382452)
H (1.796803, -0.223886, 4.354960)
H (1.569812, -1.439777, -0.747948)
H (-5.092171, -2.583341, 0.045819)
H (0.296097, -6.487765, -1.198968)
H (5.200293, -4.216976, 2.711767)
H (-7.415659, 0.201583, 1.951118)
H (-3.286358, -1.593091, -4.171083)
H (5.188001, -5.498401, 1.492198)
H (-1.673775, -0.447630, 3.263902)
H (-2.195962, -0.192303, -4.061697)
H (-4.751516, -4.030025, 1.055882)
H (-2.990591, 1.154194, 0.143272)
H (1.617374, -0.606680, 0.812201)
H (-4.269719, -2.418935, 1.604240)
H (-1.034989, 4.404521, 0.627330)
H (1.436967, -3.511230, 2.068989)
H (0.972738, -5.521236, 0.158476)
H (0.166197, 4.841820, 1.818159)
H (3.618037, 4.857756, -1.109486)
H (2.710910, -2.817922, 1.035462)
H (-0.562224, -1.169208, -1.368601)
H (2.593166, 7.419736, -0.906812)
H (-3.722344, -0.091490, -4.997769)
H (2.550980, 1.664263, -2.685543)
H (2.854035, -2.680982, 2.757950)
H (3.795437, 2.549475, 1.363031)
H (-2.753570, -2.076391, -1.724046)
H (-0.767467, -5.549532, -0.076796)
H (5.693701, -1.029095, 1.555593)
H (3.120715, -2.050180, -2.645463)
H (4.158346, 0.821074, -2.490462)
H (3.943416, 1.971051, -3.713155)
H (-7.506158, -0.452310, -2.104189)
H (5.014069, -3.813379, 0.952214)
H (2.959259, -3.397883, -3.856136)
H (0.625175, 3.683494, 0.585937)

Atoms 1-3, force components in eV/Å:
-0.3 -0.3 -0.2
0.3 -0.4 -0.3
-0.1 0.0 -0.5

Total energy, respectively: -2157.09272; -2533.42005 Eh.